No. 1
Computed, not measured: the ion C9H15ClN5 with charge +1 in a non-equilibrium geometry, with ωB97M-V/def2-TZVPD.

Cartesian coordinates (Å):
C (1.050, 1.741, -0.467)
C (1.580, -0.993, 0.062)
C (2.294, 2.295, -0.306)
C (3.576, 0.300, -0.142)
C (-1.181, 2.201, 0.154)
C (-0.691, -1.545, 0.904)
C (1.143, -3.325, 0.269)
C (-0.018, -1.910, -1.479)
C (0.473, -2.018, -0.049)
N (2.699, -0.707, -0.015)
N (3.393, 1.525, -0.422)
N (2.603, 3.654, -0.045)
N (-2.039, 3.127, 0.711)
N (0.097, 2.477, 0.175)
Cl (5.144, -0.319, 0.080)
H (-1.553, 1.351, -0.418)
H (-1.518, -1.060, 0.337)
H (-1.113, -2.402, 1.444)
H (-0.196, -0.889, 1.686)
H (1.273, -3.785, 1.299)
H (0.607, -4.141, -0.402)
H (2.249, -3.288, 0.033)
H (0.549, -2.382, -2.261)
H (-0.980, -2.528, -1.240)
H (-0.427, -0.933, -1.882)
H (3.519, 3.819, 0.072)
H (2.099, 4.359, -0.540)
H (-2.901, 2.719, 1.005)
H (-1.523, 3.783, 1.307)
H (0.259, 3.427, 0.784)

Force components x, y, z for each atom (eV/Å):
1.377 -1.012 0.913
-1.555 -0.624 0.113
-0.993 0.480 -0.863
1.603 1.753 -0.904
-0.312 1.948 0.100
0.921 0.048 0.725
1.206 -3.518 -0.700
-3.662 -0.948 -0.065
0.234 3.259 0.879
-0.673 0.142 0.031
1.407 -1.321 0.735
-4.231 -1.773 0.015
1.798 -1.686 -0.602
-2.126 2.877 1.535
1.037 -0.071 0.040
0.126 0.183 0.299
0.827 -0.086 0.517
0.112 0.121 -0.261
-1.124 -0.484 -0.824
-1.205 1.244 -0.736
1.305 1.497 1.398
-1.307 -0.132 -0.595
0.470 -0.316 0.000
1.300 0.653 -1.555
0.911 -0.806 1.057
3.840 0.786 0.437
-0.082 0.176 -0.351
-0.610 0.423 0.450
-1.117 -0.159 -0.038
0.521 -2.654 -1.753

The energy above the lowest of the compared OMol25 structures with the same formula, charge and spin comes out at 14.1 kcal/mol. As for the spin multiplicity: 1. Its total charge is +1. As for the maximum force: 4.59 eV/A. For the HOMO energy, the calculation gives -10.63 eV. For the calculated total energy, the calculation gives -29537.137 eV.

***

No. 2
Computed, not measured: the ion C2H5S with charge -1 in a non-equilibrium geometry, with ωB97M-V/def2-TZVPD.

Cartesian coordinates (Å):
C (-1.078, 1.062, -1.004)
C (-0.169, 0.667, 0.271)
S (0.733, -0.985, 0.408)
H (-1.327, 0.102, -1.586)
H (-2.012, 1.422, -0.601)
H (-0.552, 1.664, -1.694)
H (0.410, 1.547, 0.664)
H (-0.777, 0.659, 1.077)

Force components x, y, z for each atom (eV/Å):
0.842 -3.518 1.198
1.481 0.400 -1.818
-0.364 1.165 -0.599
0.361 1.176 0.953
-0.290 0.716 -0.292
0.292 1.122 -0.603
0.448 -0.477 -1.263
-2.770 -0.584 2.423

The energy above the lowest of the compared OMol25 structures with the same formula, charge and spin comes out at 17.8 kcal/mol. As for the spin multiplicity: 1. Its total charge is -1. As for the maximum force: 3.81 eV/A. For the HOMO energy, the calculation gives -2.03 eV. For the calculated total energy, the calculation gives -12990.143 eV. The SMILES is CC[S-].

***

No. 3
Computed, not measured: a structure of composition C27H86AsBNO7SSi8 in a non-equilibrium geometry, with ωB97M-V/def2-TZVPD.

Cartesian coordinates (Å):
C (-0.859, 5.326, 3.149)
N (-0.817, 3.988, 2.550)
C (0.507, 3.703, 2.019)
B (-1.932, 3.761, 1.654)
O (-1.677, 3.683, 0.294)
As (-3.883, 3.605, 2.338)
S (-6.332, 3.316, 3.143)
C (-7.341, 4.550, 2.284)
O (-6.916, 2.018, 2.744)
O (-6.472, 3.685, 4.569)
H (-1.818, 5.472, 3.648)
H (-0.720, 6.118, 2.401)
H (-0.065, 5.425, 3.895)
H (0.468, 2.891, 1.294)
H (1.177, 3.392, 2.829)
H (0.966, 4.567, 1.517)
H (-2.158, 2.972, -0.138)
H (-4.343, 5.077, 1.822)
H (-3.629, 4.196, 3.774)
H (-3.709, 2.131, 2.947)
H (-4.432, 2.970, 0.975)
H (-7.484, 4.244, 1.249)
H (-6.818, 5.506, 2.320)
H (-8.282, 4.612, 2.830)
O (2.981, 2.544, -2.089)
Si (1.530, 2.712, -2.857)
C (1.650, 2.001, -4.584)
C (1.070, 4.516, -2.983)
C (0.248, 1.804, -1.874)
Si (4.563, 2.968, -2.182)
C (5.448, 2.223, -0.723)
C (4.738, 4.828, -2.142)
C (5.313, 2.320, -3.768)
H (2.320, 2.589, -5.217)
H (0.661, 2.005, -5.051)
H (2.015, 0.972, -4.573)
H (1.084, 4.993, -2.001)
H (0.057, 4.617, -3.382)
H (1.745, 5.068, -3.641)
H (0.165, 2.239, -0.876)
H (0.477, 0.742, -1.779)
H (-0.727, 1.899, -2.361)
H (5.037, 2.588, 0.220)
H (6.508, 2.488, -0.754)
H (5.374, 1.133, -0.723)
H (4.318, 5.292, -3.037)
H (5.791, 5.112, -2.081)
H (4.224, 5.252, -1.276)
H (4.888, 2.813, -4.646)
H (5.144, 1.246, -3.874)
H (6.392, 2.493, -3.778)
O (1.627, -1.436, 3.017)
Si (3.029, -2.173, 3.431)
C (4.228, -2.144, 1.997)
C (2.709, -3.952, 3.914)
C (3.770, -1.259, 4.875)
Si (0.360, -1.521, 1.957)
C (-0.797, -0.118, 2.299)
C (-0.522, -3.156, 2.167)
C (1.014, -1.406, 0.208)
H (3.878, -2.761, 1.166)
H (5.205, -2.524, 2.306)
H (4.365, -1.127, 1.621)
H (1.935, -4.011, 4.681)
H (3.617, -4.414, 4.311)
H (2.377, -4.545, 3.059)
H (3.102, -1.265, 5.739)
H (3.980, -0.218, 4.622)
H (4.711, -1.731, 5.172)
H (-1.204, -0.145, 3.311)
H (-1.643, -0.152, 1.608)
H (-0.304, 0.848, 2.170)
H (0.102, -4.005, 1.876)
H (-1.424, -3.176, 1.551)
H (-0.827, -3.305, 3.206)
H (1.620, -2.274, -0.064)
H (1.631, -0.513, 0.080)
H (0.182, -1.344, -0.498)
O (-0.491, -8.187, 7.228)
Si (-0.132, -6.642, 6.773)
C (1.720, -6.398, 6.825)
C (-0.941, -5.430, 7.939)
C (-0.762, -6.358, 5.048)
Si (-0.338, -9.242, 8.477)
C (-1.139, -10.848, 7.976)
C (-1.182, -8.569, 10.002)
C (1.468, -9.536, 8.858)
H (2.104, -6.451, 7.846)
H (1.981, -5.419, 6.420)
H (2.233, -7.157, 6.231)
H (-2.016, -5.609, 8.016)
H (-0.800, -4.407, 7.579)
H (-0.520, -5.487, 8.945)
H (-1.844, -6.483, 4.986)
H (-0.302, -7.039, 4.329)
H (-0.525, -5.337, 4.735)
H (-2.199, -10.713, 7.754)
H (-1.055, -11.575, 8.789)
H (-0.661, -11.275, 7.093)
H (-0.674, -7.681, 10.385)
H (-1.188, -9.318, 10.797)
H (-2.217, -8.293, 9.791)
H (1.948, -8.639, 9.255)
H (2.016, -9.839, 7.963)
H (1.576, -10.329, 9.603)
O (-2.478, 3.196, -9.498)
Si (-1.370, 2.932, -8.306)
C (-0.387, 4.487, -7.988)
C (-0.199, 1.568, -8.814)
C (-2.281, 2.437, -6.763)
Si (-2.609, 3.633, -11.076)
C (-4.415, 3.631, -11.530)
C (-1.689, 2.420, -12.160)
C (-1.897, 5.341, -11.334)
H (0.244, 4.751, -8.840)
H (0.264, 4.349, -7.121)
H (-1.043, 5.336, -7.783)
H (-0.741, 0.665, -9.104)
H (0.461, 1.311, -7.981)
H (0.431, 1.864, -9.657)
H (-2.858, 1.522, -6.910)
H (-2.969, 3.218, -6.432)
H (-1.569, 2.256, -5.954)
H (-4.859, 2.643, -11.397)
H (-4.536, 3.917, -12.578)
H (-4.981, 4.339, -10.920)
H (-0.610, 2.467, -11.994)
H (-1.873, 2.635, -13.215)
H (-2.011, 1.394, -11.965)
H (-0.816, 5.357, -11.178)
H (-2.344, 6.062, -10.646)
H (-2.091, 5.685, -12.353)

Force components x, y, z for each atom (eV/Å):
-0.085 -0.315 0.574
0.051 0.712 -0.942
0.222 -0.050 0.059
-0.271 0.082 0.215
0.736 -0.797 0.230
0.672 -0.025 -0.083
-0.090 -0.082 0.136
0.050 0.104 -0.011
-0.071 0.065 0.064
-0.071 -0.035 -0.075
0.016 0.036 -0.044
0.052 -0.028 0.002
-0.044 -0.002 0.020
-0.034 0.004 0.037
-0.010 0.083 0.007
-0.063 -0.008 -0.013
-0.580 0.316 -0.156
-0.037 -0.216 0.035
-0.119 -0.003 -0.019
-0.127 0.114 -0.116
-0.019 0.092 0.074
-0.052 -0.032 0.030
-0.037 0.001 0.045
-0.024 -0.049 -0.080
0.004 0.009 -0.059
-0.110 0.029 -0.030
0.043 0.002 -0.018
0.042 0.038 0.018
-0.026 -0.032 -0.015
0.087 0.013 0.026
0.020 -0.003 0.012
-0.030 0.027 0.009
-0.020 -0.029 -0.019
-0.002 -0.002 -0.001
0.015 -0.017 -0.021
-0.024 -0.007 0.003
-0.022 -0.010 0.002
0.006 0.006 0.001
0.005 -0.006 0.003
-0.040 -0.027 0.002
0.026 0.014 0.004
-0.006 -0.001 0.029
-0.013 0.004 -0.005
-0.003 -0.017 0.028
-0.013 -0.002 -0.011
-0.004 -0.010 0.001
-0.004 0.007 -0.004
0.011 -0.005 0.006
-0.007 0.003 0.006
0.008 0.001 0.010
-0.002 0.002 -0.010
-0.013 -0.047 -0.026
0.115 -0.021 0.009
-0.011 0.022 -0.032
-0.031 0.033 -0.028
0.010 -0.006 0.023
-0.084 0.006 -0.054
-0.030 0.076 -0.027
0.026 -0.033 0.045
0.055 0.009 0.005
-0.008 0.003 0.005
-0.002 -0.001 -0.007
0.007 0.003 0.010
-0.004 0.005 -0.008
-0.013 -0.014 0.007
-0.008 -0.004 0.009
-0.012 -0.001 -0.010
-0.011 -0.001 -0.011
-0.003 0.023 0.018
0.007 -0.009 0.002
-0.011 0.024 0.024
0.000 -0.002 0.020
0.010 0.009 -0.001
0.001 -0.010 0.006
-0.020 0.014 -0.007
-0.002 -0.011 0.014
-0.016 0.008 -0.010
0.010 -0.006 -0.001
-0.002 0.017 -0.013
0.035 0.141 0.021
-0.021 -0.061 0.020
-0.023 -0.022 0.037
0.004 -0.048 -0.042
-0.007 -0.063 0.051
-0.006 -0.022 0.008
-0.025 0.031 0.000
0.028 0.007 -0.029
-0.003 -0.007 -0.002
0.039 -0.009 0.017
0.015 0.023 -0.012
0.000 0.009 -0.016
-0.004 -0.001 0.010
0.005 -0.006 -0.005
0.000 0.001 0.015
0.006 -0.006 0.011
-0.013 -0.012 -0.021
0.003 0.014 -0.001
-0.015 -0.014 -0.022
0.007 0.015 -0.003
0.003 -0.002 -0.009
0.001 0.008 0.004
-0.001 -0.013 0.001
-0.007 0.005 -0.002
-0.007 -0.009 0.003
0.007 0.006 0.003
0.046 0.005 -0.018
0.079 -0.026 0.119
-0.016 0.043 -0.024
-0.011 -0.022 -0.034
-0.025 -0.005 0.016
-0.027 0.021 -0.079
-0.017 0.003 -0.017
0.015 -0.035 0.016
0.005 0.025 0.032
-0.001 -0.010 -0.001
0.002 0.006 -0.006
0.000 -0.007 0.020
-0.001 -0.003 0.017
0.004 -0.002 -0.010
-0.005 0.008 0.003
0.003 0.001 -0.014
0.003 0.007 -0.013
-0.027 -0.005 0.012
0.011 -0.003 0.009
-0.028 -0.004 0.010
0.012 0.000 0.010
-0.005 0.006 0.006
0.009 -0.003 0.001
-0.011 0.005 -0.008
0.000 -0.008 0.004
-0.009 -0.003 -0.009
0.009 0.004 0.001

As for the spin multiplicity: 1. Its total charge is -1. As for the maximum force: 1.18 eV/A. For the HOMO energy, the calculation gives -3.62 eV. For the calculated total energy, the calculation gives -180605.575 eV.

***

No. 4
Computed, not measured: a cluster of 3 separate species, C32H58NO12P2 in total in a non-equilibrium geometry, with ωB97M-V/def2-TZVPD.

Cartesian coordinates (Å):
C (-0.372, -4.734, 1.755)
C (-1.549, -5.357, 2.570)
C (-1.146, -6.833, 2.777)
C (-2.889, -5.362, 1.798)
C (-3.745, -4.071, 1.958)
C (-2.979, -2.936, 1.209)
C (-2.192, -1.951, 2.053)
O (-3.050, -0.788, 2.271)
C (-2.649, -0.060, 3.350)
O (-1.927, 0.891, 3.238)
C (-5.045, -4.330, 1.152)
C (-6.002, -5.328, 1.773)
O (-5.745, -6.497, 1.948)
C (-7.373, -4.826, 2.144)
C (-8.506, -5.575, 1.852)
C (-9.750, -5.067, 2.176)
C (-9.887, -3.831, 2.787)
C (-8.760, -3.081, 3.085)
C (-7.513, -3.588, 2.758)
C (-3.983, -3.815, 3.453)
C (-2.998, -4.514, 4.428)
C (-2.893, -3.585, 5.675)
C (-3.553, -5.845, 4.950)
N (-1.626, -4.617, 3.869)
O (-0.811, -5.090, 4.742)
H (-0.626, -4.686, 0.699)
H (-0.172, -3.731, 2.134)
H (0.546, -5.292, 1.919)
H (-1.227, -7.315, 1.801)
H (-1.759, -7.339, 3.519)
H (-0.103, -6.890, 3.076)
H (-3.444, -6.247, 2.097)
H (-2.636, -5.464, 0.741)
H (-2.296, -3.394, 0.496)
H (-3.697, -2.369, 0.614)
H (-1.327, -1.594, 1.493)
H (-1.904, -2.318, 3.039)
H (-3.059, -0.385, 4.320)
H (-4.762, -4.715, 0.167)
H (-5.555, -3.383, 0.974)
H (-8.388, -6.531, 1.361)
H (-10.636, -5.643, 1.941)
H (-10.873, -3.458, 3.030)
H (-8.852, -2.111, 3.555)
H (-6.657, -2.962, 2.978)
H (-3.984, -2.751, 3.692)
H (-4.960, -4.170, 3.788)
H (-2.928, -4.199, 6.575)
H (-3.751, -2.917, 5.749)
H (-1.944, -3.054, 5.711)
H (-4.538, -5.680, 5.391)
H (-2.909, -6.188, 5.758)
H (-3.668, -6.606, 4.180)
O (3.313, 1.505, 0.169)
P (3.242, 2.639, 1.110)
O (1.685, 2.876, 1.480)
C (0.987, 1.872, 2.232)
C (1.463, 1.792, 3.670)
O (3.526, 3.920, 0.152)
C (3.881, 3.793, -1.225)
C (2.661, 3.870, -2.115)
O (3.922, 3.287, 2.395)
C (4.310, 4.661, 2.547)
C (3.135, 5.605, 2.637)
H (1.093, 0.903, 1.737)
H (-0.065, 2.140, 2.210)
H (2.496, 1.439, 3.729)
H (0.838, 1.099, 4.235)
H (1.427, 2.772, 4.145)
H (4.447, 2.879, -1.400)
H (4.549, 4.628, -1.451)
H (1.905, 3.140, -1.820)
H (2.932, 3.695, -3.156)
H (2.197, 4.855, -2.039)
H (5.010, 4.952, 1.767)
H (4.869, 4.698, 3.484)
H (2.538, 5.604, 1.728)
H (3.497, 6.620, 2.810)
H (2.476, 5.320, 3.459)
O (4.094, 5.224, -5.139)
P (4.882, 4.732, -6.284)
O (6.304, 5.512, -6.275)
C (7.223, 5.263, -5.205)
C (7.831, 3.874, -5.265)
O (4.177, 5.467, -7.551)
C (2.994, 6.253, -7.424)
C (3.333, 7.716, -7.232)
O (5.294, 3.429, -7.092)
C (5.247, 3.262, -8.520)
C (6.275, 4.091, -9.250)
H (6.721, 5.423, -4.247)
H (8.007, 6.014, -5.295)
H (7.077, 3.103, -5.092)
H (8.603, 3.765, -4.503)
H (8.269, 3.685, -6.245)
H (2.360, 5.881, -6.621)
H (2.437, 6.125, -8.355)
H (4.011, 7.856, -6.390)
H (2.430, 8.301, -7.056)
H (3.836, 8.108, -8.117)
H (4.240, 3.433, -8.893)
H (5.457, 2.205, -8.689)
H (6.116, 5.158, -9.111)
H (6.224, 3.873, -10.318)
H (7.280, 3.863, -8.891)

Force components x, y, z for each atom (eV/Å):
-0.514 0.407 0.580
1.073 -0.313 -0.958
0.074 0.390 0.023
0.250 0.682 0.672
0.568 -1.001 -0.670
-0.206 -0.128 0.417
-0.575 0.563 -0.334
-0.045 -0.196 0.472
0.535 0.782 -0.614
-0.441 -0.440 0.345
0.173 0.274 0.239
-0.756 -0.073 0.132
0.307 -0.041 -0.177
0.343 0.337 -0.061
0.289 0.019 0.083
-0.373 -0.269 -0.120
0.007 0.103 0.103
-0.128 -0.275 -0.033
-0.028 0.552 0.006
0.198 -0.162 0.069
-0.679 1.676 0.983
-0.035 -0.706 0.293
0.187 -0.096 -0.185
-1.039 -2.278 0.240
0.518 0.793 -0.053
0.279 -0.070 -0.082
-0.008 0.107 -0.262
-0.011 -0.081 -0.180
-0.124 -0.147 0.081
-0.074 -0.103 -0.110
-0.056 -0.084 0.201
-0.195 0.097 -0.051
-0.123 -0.186 -0.016
-0.039 0.003 -0.050
0.116 0.221 0.065
0.164 -0.044 0.220
0.249 -0.289 -0.167
-0.012 -0.144 -0.081
-0.013 -0.059 0.020
-0.113 -0.033 0.077
-0.069 -0.052 0.039
-0.008 -0.009 -0.010
-0.013 0.016 -0.014
0.021 0.006 0.029
0.141 -0.146 -0.072
0.001 0.072 -0.326
-0.086 -0.005 -0.255
0.167 0.094 0.067
0.100 0.151 -0.127
-0.111 0.236 -0.171
-0.018 0.154 -0.088
0.108 -0.264 -0.199
0.010 -0.054 0.038
1.354 -1.358 2.103
-2.341 3.947 -3.006
0.538 -0.367 0.325
-0.191 -0.149 0.164
0.209 -0.030 -0.024
0.146 -0.044 0.443
-0.077 0.070 -0.391
-0.239 -0.005 0.035
0.558 -2.094 0.209
0.418 0.480 0.285
-0.303 -0.116 -0.098
0.033 0.049 -0.059
0.031 0.101 -0.123
-0.029 -0.021 0.016
-0.056 0.023 -0.037
-0.073 0.005 0.007
-0.127 -0.115 0.129
-0.026 0.045 0.129
0.130 -0.127 0.037
0.034 0.085 -0.005
0.056 0.028 -0.048
-0.167 -0.130 -0.213
-0.063 -0.238 0.028
0.085 -0.019 -0.067
0.049 -0.028 0.049
0.063 0.035 0.061
0.252 -2.652 1.033
0.188 4.423 -3.408
-0.152 -0.687 0.291
0.200 -0.013 0.234
-0.147 -0.090 -0.045
0.116 -0.462 -0.017
-0.184 0.324 -0.040
0.184 0.076 -0.019
-0.486 -0.808 1.957
-0.068 -0.427 -0.592
0.149 0.260 0.188
-0.042 0.024 -0.040
-0.085 0.068 -0.103
0.028 0.004 0.032
0.001 0.043 0.002
0.052 0.039 0.006
0.158 -0.026 0.127
0.104 -0.083 -0.042
-0.099 -0.082 0.098
-0.010 -0.015 -0.015
-0.044 0.000 -0.022
-0.034 0.250 0.176
0.038 -0.015 0.251
-0.109 -0.006 0.004
-0.007 -0.076 0.018
-0.002 -0.084 -0.053

As for the spin multiplicity: 2. As for the maximum force: 5.59 eV/A. For the HOMO energy (spin up / spin down), the calculation gives -8.78 / -9.66 eV. For the calculated total energy, the calculation gives -78763.514 eV.

***

Number 4 is which compound?
C32H58NO12P2

***

The highest calculated total energy belongs to which entry?
C2H5S

***

Which value of maximum force does entry 2 give?
3.81 eV/A

***

calculated total energy of number 4 (C32H58NO12P2)?
-78763.514 eV